Computed, not measured: a structure of composition C48H56Cl5N6Pt, with wB97M-V/def2-TZVPD.

Frontier orbital gap ... 5.101 eV
Net charge ... +1
ΔE to the lowest compared entry with this formula, charge and spin ... 3.535 eV
E ... -4611.23980 hartree

Structure (XYZ):
```
116
Properties=species:S:1:pos:R:3:forces:R:3:mulliken_charge:R:1
Pt -0.19523 0.16169 -0.15283 -2.94 -0.71 3.62 2.320
C -1.88174 6.03072 0.50371 -0.05 -0.04 0.08 -0.544
C -2.81756 4.99060 1.13359 0.09 0.01 -0.12 -1.184
C -2.63613 3.64893 0.50011 0.09 -0.14 0.00 0.858
C -3.10341 3.24309 -0.71551 0.06 -0.26 -0.02 1.042
C -3.89804 4.00983 -1.71964 0.06 -0.05 -0.07 -1.268
C -3.08866 4.28413 -2.99340 -0.09 0.02 0.07 -0.917
C -2.67427 1.87389 -0.89120 -0.13 0.30 0.00 -0.195
C -3.16581 0.98035 -1.81406 0.08 -0.12 -0.09 -0.751
C -2.83493 -0.36524 -1.86567 -0.44 0.11 -0.22 0.268
C -3.61167 -1.36787 -2.55966 0.17 -0.07 0.02 0.513
C -4.96136 -1.14576 -3.16139 -0.05 0.00 0.22 -1.238
C -6.05681 -1.11041 -2.08633 0.02 -0.02 -0.13 -1.132
C -2.93823 -2.54495 -2.41841 -0.08 0.16 0.08 0.249
C -1.73760 -2.24225 -1.67197 -0.05 -0.19 -0.27 -0.156
C -0.70745 -3.12561 -1.43619 0.08 0.03 -0.04 -0.889
C 0.33720 -2.91586 -0.55430 0.07 -0.34 -0.09 0.116
N 0.42157 -1.83842 0.27971 0.07 1.59 -0.69 -0.374
C 1.35627 -2.14675 1.23212 0.19 -0.26 0.10 -0.005
C 1.51716 -1.44632 2.40391 0.02 -0.04 0.09 -0.865
C 0.79126 -0.33517 2.79105 0.34 -0.01 0.33 0.961
N -0.01611 0.40570 1.99455 0.25 0.04 -1.71 -0.458
C -0.53578 1.41062 2.75186 -0.14 -0.24 0.41 -0.007
C -1.31404 2.45406 2.29638 -0.32 0.19 -0.09 -0.662
C -1.87839 2.54231 1.04322 0.16 0.47 0.31 -0.481
N -1.90864 1.49018 0.17937 1.32 -1.00 -0.89 -0.819
C -0.07528 1.26777 4.11285 -0.02 0.03 -0.17 0.610
C 0.75642 0.18690 4.13740 0.08 0.08 -0.18 0.297
C 1.44864 -0.42572 5.31167 -0.16 -0.13 -0.03 -1.243
C 0.65831 -1.60412 5.89630 0.12 0.07 0.01 -1.093
C -0.52181 2.11768 5.25748 -0.21 -0.13 0.02 -1.205
C -1.91653 1.71162 5.75541 0.10 0.08 0.02 -1.090
C 1.95083 -3.42921 0.93410 -0.14 0.12 0.05 0.620
C 1.32227 -3.90335 -0.17862 -0.04 0.20 -0.07 1.001
C 1.55439 -5.19951 -0.88711 -0.24 -0.08 0.13 -1.332
C 0.63300 -6.31659 -0.37790 0.10 0.06 -0.07 -1.207
C 3.04497 -4.07143 1.72510 0.06 0.14 -0.05 -1.359
C 4.39939 -3.39091 1.48860 -0.09 -0.14 0.08 -0.817
N -1.74458 -0.93242 -1.29798 1.27 0.71 -0.07 0.036
C -3.38645 -3.90391 -2.85574 0.09 0.07 -0.18 -1.153
C -3.01350 -4.22359 -4.30798 -0.01 -0.02 0.12 -1.169
H -1.93817 6.97466 1.04554 0.01 0.02 -0.04 0.471
H -2.15686 6.21599 -0.53546 0.03 0.00 -0.02 0.201
H -0.84741 5.68552 0.52242 -0.04 0.03 0.04 -0.071
H -3.85236 5.31187 1.00032 -0.02 -0.01 0.11 0.467
H -2.63160 4.92808 2.20647 -0.05 0.02 0.01 0.356
H -4.22370 4.95440 -1.28261 -0.06 -0.03 0.02 0.372
H -4.80019 3.44699 -1.97791 -0.03 0.05 0.02 0.488
H -3.68716 4.84876 -3.70797 0.04 0.00 -0.03 0.516
H -2.77644 3.35298 -3.46860 0.03 0.01 -0.02 0.216
H -2.19124 4.86131 -2.76377 0.01 0.00 -0.02 0.115
H -3.92472 1.32897 -2.50247 -0.01 0.02 0.03 0.540
H -5.17803 -1.94658 -3.86893 0.04 0.04 -0.07 0.356
H -4.97265 -0.20690 -3.71955 0.00 -0.04 -0.09 0.479
H -6.06456 -2.03976 -1.51574 0.00 0.01 0.02 0.321
H -7.03697 -0.98719 -2.54685 -0.01 0.03 0.04 0.424
H -5.89271 -0.28805 -1.38897 -0.02 -0.01 0.02 0.258
H -0.76080 -4.08649 -1.93082 0.02 -0.02 0.04 0.680
H 2.20005 -1.86171 3.13395 0.00 0.00 -0.01 0.434
H -1.50407 3.26283 2.98983 0.04 0.00 -0.02 0.283
H 1.58234 0.33428 6.08177 0.09 0.00 -0.01 0.448
H 2.44471 -0.76504 5.01908 0.03 0.06 0.03 0.405
H -0.29956 -1.26466 6.28989 -0.03 -0.03 -0.01 0.249
H 1.21681 -2.06863 6.70892 -0.04 -0.02 0.01 0.407
H 0.46338 -2.36043 5.13472 -0.01 -0.01 0.01 0.267
H -0.53120 3.17036 4.96602 0.07 0.02 0.02 0.381
H 0.19105 2.01692 6.07611 0.05 0.08 -0.02 0.367
H -2.65913 1.81577 4.96351 -0.02 -0.02 0.01 0.289
H -2.21984 2.33389 6.59719 -0.02 0.00 -0.01 0.424
H -1.91542 0.67221 6.08363 -0.03 -0.01 -0.01 0.245
H 2.59362 -5.49960 -0.74663 0.02 0.03 -0.07 0.585
H 1.40134 -5.05721 -1.95886 0.08 -0.02 -0.02 0.483
H 0.77052 -6.46632 0.69316 -0.02 -0.02 0.00 0.317
H 0.85205 -7.25335 -0.88945 -0.03 -0.01 0.02 0.424
H -0.41510 -6.06928 -0.55082 -0.02 -0.01 0.04 0.253
H 3.11482 -5.12351 1.44789 -0.03 -0.03 0.09 0.477
H 2.79790 -4.03420 2.78917 -0.01 -0.07 0.00 0.385
H 4.71074 -3.52123 0.45126 0.02 0.08 0.01 0.117
H 5.16478 -3.82660 2.13065 0.02 0.00 -0.02 0.569
H 4.34063 -2.32299 1.70432 0.03 -0.01 -0.03 0.055
H -4.47204 -3.95501 -2.74913 0.02 -0.07 0.06 0.412
H -2.96449 -4.65818 -2.18949 -0.07 -0.03 0.01 0.481
H -3.42964 -3.47810 -4.98567 0.02 0.00 -0.02 0.316
H -3.40604 -5.20097 -4.58747 0.03 0.01 -0.05 0.399
H -1.93096 -4.23508 -4.44201 0.00 0.01 -0.03 0.308
Cl 1.61358 2.84193 1.58916 0.57 0.35 -0.23 -0.114
C 1.14004 3.05252 -0.05855 0.13 -0.43 0.45 1.373
C 0.66354 1.97944 -0.80313 -0.92 -0.44 -0.26 -2.549
C 0.43770 2.21012 -2.15890 0.08 -0.45 0.07 1.146
Cl -0.00207 0.85189 -3.13883 0.11 0.15 -0.22 -0.142
C 0.60084 3.45124 -2.75555 0.05 0.08 0.00 0.081
Cl 0.30504 3.65938 -4.43183 0.01 0.00 0.03 -0.130
C 1.00623 4.52670 -1.96825 0.05 0.07 0.01 0.346
Cl 1.16098 6.08801 -2.66010 -0.01 -0.03 0.01 -0.146
C 1.31186 4.31744 -0.62536 0.03 0.02 -0.19 -0.040
Cl 1.89860 5.62268 0.32393 0.04 -0.04 -0.02 -0.112
C 3.57048 1.13046 -1.99752 0.47 -0.01 -0.12 -0.401
C 5.11977 1.00157 -2.17723 -0.46 0.06 -0.04 -0.973
N 5.58140 -0.16909 -1.44975 0.66 -0.09 -0.10 -0.133
C 4.87539 -1.35387 -1.91063 -0.42 -0.01 0.11 -1.006
C 3.35561 -1.20930 -1.56364 0.41 -0.08 -0.11 0.885
N 3.12060 0.12991 -1.03157 -0.72 0.21 0.06 0.688
C 3.84662 0.30111 0.22510 0.55 -0.14 -0.06 0.545
C 5.36597 0.01651 -0.02384 -0.42 0.12 0.10 -0.934
H 3.05252 0.96161 -2.94466 -0.05 -0.01 0.04 0.634
H 3.30652 2.12698 -1.63829 -0.06 0.01 0.04 -0.185
H 5.62936 1.88428 -1.78773 0.06 -0.04 -0.01 0.381
H 5.38199 0.89474 -3.23111 0.04 0.01 0.02 0.321
H 5.30344 -2.23122 -1.42098 0.04 0.01 -0.06 0.481
H 5.02432 -1.45687 -2.98668 0.05 0.00 0.01 0.203
H 3.06153 -1.93710 -0.80518 -0.03 0.07 -0.07 -1.370
H 2.73139 -1.35847 -2.44806 -0.06 0.01 0.03 0.600
H 3.69950 1.32051 0.57647 -0.09 0.04 0.03 0.451
H 3.43432 -0.38168 0.96969 -0.04 0.07 -0.03 -0.810
H 5.69155 -0.88509 0.49893 0.04 0.02 -0.03 0.320
H 5.97795 0.85019 0.32479 0.04 -0.04 -0.01 0.344
```
Forces are in eV/Å.

Computed, not measured: a structure of composition C48H57Cl2FeGe2N3PS, with wB97M-V/def2-TZVPD.

Frontier orbital gap (spin up / spin down) ... 6.615 / 7.427 eV
Net charge ... +1
2S+1 ... 5
ΔE to the lowest compared entry with this formula, charge and spin ... 0.000 eV
E ... -9104.78769 hartree

Structure (XYZ):
```
115
Properties=species:S:1:pos:R:3:forces:R:3:lowdin_spin:R:1
Fe -0.08705 0.01764 0.62318 -0.43 0.10 -0.73 3.632
Cl -0.11482 0.29508 3.39646 0.07 -0.05 -0.03 0.025
C 1.55613 0.52482 3.83794 -0.07 0.03 0.01 0.001
C 1.91994 0.10377 5.10327 0.06 0.02 0.01 0.001
C 3.19643 0.37512 5.56724 -0.05 0.00 -0.01 0.001
C 4.06973 1.10487 4.78242 -0.01 0.00 -0.03 0.001
C 3.67998 1.51762 3.51747 0.05 0.03 0.02 0.002
Cl 4.78276 2.51451 2.63239 -0.02 -0.01 0.04 0.001
C 2.43494 1.18825 2.97509 -0.06 -0.01 -0.02 0.006
S 1.92192 1.62473 1.33032 0.02 -0.05 0.00 0.029
H 1.19928 -0.41656 5.71707 -0.01 -0.01 0.01 0.000
H 3.49607 0.04905 6.55282 0.01 -0.01 0.02 0.000
H 5.05130 1.37554 5.14325 0.02 0.00 0.00 0.000
C 6.19225 -0.35266 0.28201 0.01 0.01 0.01 0.000
C 4.76180 -0.38224 0.82660 0.03 0.05 0.02 0.000
Ge 3.66267 0.97705 -0.07556 0.06 0.00 -0.01 0.002
C 4.60191 2.63895 -0.55687 -0.03 0.02 -0.04 0.001
C 4.76926 2.83931 -2.06270 -0.01 -0.01 -0.01 0.000
C 3.12528 0.15805 -1.74656 -0.10 -0.03 0.04 0.001
C 2.02980 -0.07828 -2.47593 0.03 0.02 -0.10 0.009
Ge 0.15329 0.38528 -1.91040 -0.04 -0.14 -0.08 0.038
C -1.07787 -0.99462 -2.75024 -0.02 0.02 -0.03 0.003
C -0.88451 -1.63310 -4.12767 0.04 -0.01 0.01 0.001
C -0.31212 2.04334 -2.95612 0.05 0.09 0.06 0.017
C -1.15871 1.89306 -4.22047 0.02 0.01 0.00 0.003
C 2.26594 -0.74353 -3.78795 0.00 -0.04 0.02 0.001
C 2.85195 -2.00855 -3.84166 -0.02 0.00 -0.01 0.001
C 3.05703 -2.64935 -5.05665 0.00 0.01 0.01 0.000
C 2.69630 -2.02415 -6.24131 0.00 0.02 0.01 0.001
C 2.14619 -0.74904 -6.20112 0.01 -0.01 0.01 0.000
C 1.92757 -0.11904 -4.98662 -0.02 0.01 0.01 0.001
H 6.79358 -1.15223 0.71649 -0.01 -0.01 0.01 0.000
H 6.68776 0.59078 0.51463 0.00 0.01 0.00 0.000
H 6.21855 -0.48179 -0.80202 -0.01 0.00 -0.01 0.000
H 4.76819 -0.24428 1.90808 -0.04 -0.01 -0.03 0.000
H 4.29484 -1.34749 0.62533 0.00 -0.01 -0.02 0.000
H 5.57313 2.63867 -0.06220 0.02 0.00 0.00 0.000
H 4.03237 3.46170 -0.12106 0.00 0.00 0.01 0.000
H 5.40878 2.07402 -2.50499 0.00 -0.01 0.00 0.000
H 5.22623 3.80718 -2.27196 0.01 0.01 0.00 0.000
H 3.81249 2.79998 -2.58516 -0.01 0.00 0.00 0.000
H 4.07596 -0.12061 -2.22274 0.00 -0.03 0.02 0.000
H -2.04988 -0.49516 -2.74504 0.02 0.01 0.00 0.000
H -1.18746 -1.77511 -1.99482 -0.04 -0.03 0.05 0.000
H -0.80013 -0.88384 -4.91238 -0.01 0.02 -0.01 0.000
H -1.73974 -2.26737 -4.38894 0.01 -0.01 0.00 0.000
H 0.01968 -2.24219 -4.19605 0.02 0.01 0.02 0.000
H 0.62598 2.55799 -3.18798 0.00 0.02 0.00 0.001
H -0.84187 2.70737 -2.26486 0.00 -0.02 -0.01 0.001
H -0.61168 1.40874 -5.02924 0.01 -0.02 0.00 0.000
H -1.49211 2.86461 -4.59312 0.01 0.01 -0.01 0.001
H -2.05201 1.29165 -4.04269 -0.03 0.00 0.02 0.000
H 3.15322 -2.48419 -2.91437 0.00 -0.02 0.01 0.000
H 3.51316 -3.63157 -5.08040 0.00 0.00 0.01 0.000
H 2.85875 -2.51741 -7.19009 0.00 -0.01 -0.01 0.000
H 1.88596 -0.24491 -7.12275 0.00 0.01 -0.01 0.000
H 1.49769 0.87450 -4.95969 -0.01 0.00 0.00 0.000
N -2.91492 0.91593 2.11775 0.03 0.01 0.02 0.000
P -2.70293 -0.39260 1.01495 -0.06 -0.04 -0.03 0.023
C -4.02108 -0.04402 -0.19702 -0.02 0.05 0.03 0.003
C -5.35617 -0.42382 -0.05725 -0.01 0.00 0.00 0.001
C -6.30584 0.02107 -0.96464 0.00 0.00 0.01 0.000
C -5.93805 0.86442 -2.00472 0.02 0.00 0.00 0.001
C -4.61803 1.26996 -2.13630 -0.01 -0.01 0.02 0.000
C -3.66382 0.81478 -1.23819 0.03 -0.01 -0.02 0.000
C -3.32715 -1.76667 2.02306 -0.01 -0.02 -0.03 0.004
C -3.91733 -2.87418 1.41224 -0.04 -0.01 0.01 0.003
C -4.26806 -3.98858 2.15873 0.01 0.01 0.01 0.000
C -4.02638 -4.01521 3.52568 -0.01 -0.01 -0.01 0.003
C -3.44134 -2.91962 4.14156 0.00 0.02 -0.02 0.000
C -3.09235 -1.80196 3.39671 0.00 -0.03 0.01 0.003
C -2.36005 2.13274 1.72934 -0.05 0.03 0.02 0.003
C -2.90072 3.34574 2.16197 0.00 -0.03 -0.01 0.001
C -2.33323 4.51514 1.70774 0.01 -0.01 -0.01 0.000
C -1.25231 4.45859 0.83136 -0.01 -0.01 0.00 0.001
C -0.77613 3.21798 0.47510 0.01 0.00 -0.01 0.005
N -1.30432 2.06963 0.91924 0.12 0.02 0.18 0.037
H -3.82230 1.00364 2.55944 0.04 -0.01 -0.01 0.000
H -5.66310 -1.06281 0.76202 0.01 0.02 -0.02 0.000
H -7.33796 -0.28402 -0.85372 -0.01 0.00 0.00 0.000
H -6.68335 1.21118 -2.70789 -0.01 0.00 -0.01 0.000
H -4.32806 1.93606 -2.93833 0.00 0.01 -0.01 0.000
H -2.63171 1.13583 -1.33732 -0.03 -0.01 0.00 0.000
H -4.12524 -2.86045 0.34801 0.01 0.00 0.02 0.000
H -4.74421 -4.83179 1.67499 -0.01 -0.01 0.00 0.000
H -4.30388 -4.88244 4.10939 0.00 -0.01 0.01 0.000
H -3.25768 -2.93128 5.20732 0.01 0.00 0.02 0.000
H -2.63339 -0.95557 3.88981 0.01 0.01 0.00 0.000
H -3.75304 3.35179 2.82768 -0.01 0.01 0.01 0.000
H -2.73602 5.46845 2.02261 0.00 0.01 0.00 0.000
H -0.79065 5.35200 0.43859 0.00 0.01 0.00 0.000
H 0.06428 3.11417 -0.19931 0.00 -0.01 0.01 0.002
C 0.70748 -3.76049 -1.77268 -0.04 -0.04 0.03 0.001
N -0.59677 -4.34724 -1.32615 -0.03 0.01 -0.04 0.001
C -0.44672 -5.81720 -1.16281 -0.03 0.03 0.00 0.000
C -1.21121 -3.70120 -0.06728 0.00 0.01 -0.03 0.003
C -0.15462 -3.32349 0.91891 -0.07 0.06 -0.31 0.018
C 0.31196 -4.26846 1.83109 0.12 0.05 0.05 0.003
C 1.43095 -4.00634 2.62157 -0.11 0.02 -0.08 0.007
C 2.11107 -2.81226 2.42844 -0.32 -0.43 -0.13 0.003
C 1.60085 -1.90931 1.50334 0.62 0.45 0.13 0.025
C 0.43359 -2.05210 0.75364 0.12 -0.15 0.78 0.062
H 0.95643 -4.21337 -2.72990 0.01 0.03 -0.01 0.000
H 1.45712 -3.99584 -1.02289 0.02 -0.01 -0.01 0.000
H 0.61546 -2.68472 -1.86685 0.02 0.03 0.01 0.000
H -1.26808 -4.17926 -2.07808 0.06 0.02 0.03 0.000
H 0.27655 -5.99181 -0.37016 -0.01 -0.02 0.01 0.000
H -0.08691 -6.24091 -2.09716 0.01 -0.01 0.01 0.000
H -1.40781 -6.24978 -0.89680 0.01 -0.01 -0.01 0.000
H -1.94833 -4.42005 0.28755 0.04 -0.01 0.05 0.000
H -1.71259 -2.80462 -0.42137 -0.04 0.01 -0.02 0.000
H -0.21154 -5.21320 1.94133 0.00 -0.02 0.01 0.001
H 1.76542 -4.73097 3.35171 0.00 -0.02 0.01 0.000
H 3.00633 -2.57902 2.99188 0.02 -0.02 -0.02 0.000
H 2.17402 -0.99947 1.36887 0.05 0.07 0.13 0.006
```
Forces are in eV/Å.